{"formula": "C4H14NO2", "method": "ωB97M-V/def2-TZVPD", "symbols": ["O", "C", "C", "N", "C", "C", "H", "H", "H", "H", "H", "H", "H", "H", "H", "H", "H", "H", "H", "H", "O"], "positions_angstrom": [[0.53917, -1.26685, -2.22204], [0.64730, 0.17520, -2.17585], [0.86330, 0.63885, -0.68161], [0.04500, -0.14619, 0.24139], [-1.35348, 0.38843, 0.26298], [-2.09486, -0.49446, 1.18365], [1.27258, -1.75859, -2.45660], [1.35928, 0.56372, -2.85654], [-0.31203, 0.55508, -2.53205], [1.89611, 0.52975, -0.40585], [0.66778, 1.72609, -0.50188], [0.71267, -0.14723, 1.10649], [0.15669, -1.09467, -0.01920], [-1.24235, 1.36133, 0.66757], [-1.76030, 0.46136, -0.82658], [-1.59820, -1.48722, 1.32181], [-2.42462, -0.22153, 2.17872], [-3.06957, -0.76149, 0.67384], [1.67014, 0.76737, 2.97618], [2.40455, -0.01306, 1.91028], [1.62082, 0.22410, 2.15527]], "forces_ev_per_a": [[-2.8660, 2.2904, 1.3012], [-1.0309, -0.9172, 1.3061], [0.4768, 0.9737, -1.8937], [1.6382, 1.3395, -0.3780], [0.6752, -0.6227, -0.7595], [-2.9721, -2.9128, -0.4501], [2.6999, -0.9529, -0.9309], [1.0809, 0.3315, -0.3594], [-0.0297, -0.1584, 0.0749], [0.5837, -0.3423, -0.0045], [-0.1283, -0.8957, -0.4384], [-2.3589, 0.8468, 0.0407], [-0.8294, -1.5257, -1.0868], [-0.0684, 1.1477, 0.1165], [0.8218, -0.3605, 2.0706], [-0.2744, 0.7398, -0.2384], [0.5064, 0.8962, 0.0773], [0.9029, 0.1127, 0.6418], [-0.0611, -0.6606, -0.9018], [7.7825, -2.1304, -1.8762], [-6.5493, 2.8007, 3.6886]], "nbo_charge": [-0.742, -0.079, -0.252, -0.548, -0.216, -0.666, 0.491, 0.210, 0.191, 0.204, 0.231, 0.466, 0.429, 0.220, 0.239, 0.220, 0.252, 0.248, 0.532, 0.481, -0.912], "homo_energy_ev": -14.83, "mol_weight_da": 108.16, "de_lowest_ev": 2.355, "max_force_ev_per_a": 8.28, "lumo_energy_ev": -3.056, "charge": 1, "gap_ev": 11.776}